No. 1
Below is the molecule C4H4N2 at a distorted geometry, with properties calculated with ωB97M-V with the def2-TZVPD basis set.

```
! wB97M-V def2-TZVPD RIJCOSX def2/J DEFGRID3
* xyz 0 1
C -0.57 -0.45 0.93
C -1.30 0.76 0.46
N -0.85 1.23 -0.66
N -0.24 1.37 -1.62
C 1.54 -0.73 -0.52
C 0.62 -0.62 0.41
H -1.04 -1.09 1.67
H -2.01 1.28 1.08
H 2.50 -0.21 -0.56
H 1.33 -1.56 -1.19
*
```

Electronic energy = -7188.8712 eV
Energy relative to the best compared isomer or geometry (same formula, charge and spin) = 88.0 kcal per mole
HOMO-LUMO gap = 8.61 eV

natural (NBO) analysis output, partial charges in e: -0.32 -0.27 0.05 0.00 -0.48 0.08 0.24 0.24 0.23 0.22


No. 2
Below is the molecule C4H4N2O at a distorted geometry, with properties calculated with ωB97M-V with the def2-TZVPD basis set.

```
! wB97M-V def2-TZVPD RIJCOSX def2/J DEFGRID3
* xyz 0 1
C 0.27 -0.68 1.46
C -0.69 -0.95 -0.85
C 0.47 -0.01 -0.89
C 0.52 1.47 -1.05
H 1.04 0.07 1.90
H -0.41 -2.12 -1.10
H -1.47 -0.62 -1.54
H 1.38 -0.47 -1.15
N -0.40 -0.24 0.35
N 0.11 2.61 -1.36
O -0.24 -1.55 2.11
*
```

Electronic energy = -9236.6139 eV
Energy relative to the best compared isomer or geometry (same formula, charge and spin) = 89.3 kcal per mole
SMILES = N#C[C@@H]1CN1C=O
HOMO-LUMO gap = 10.79 eV

natural (NBO) analysis output, partial charges in e: 0.52 -0.20 -0.21 0.25 0.14 0.23 0.23 0.23 -0.38 -0.28 -0.53


No. 3
Below is a cluster of 3 separate species, C4H4N2O in total at a distorted geometry, with properties calculated with ωB97M-V with the def2-TZVPD basis set.

```
! wB97M-V def2-TZVPD RIJCOSX def2/J DEFGRID3
* xyz 0 1
C -0.01 0.72 1.24
C -0.06 0.22 -0.22
C 1.18 -0.66 -0.30
C -1.31 -0.51 -0.33
H 0.83 1.74 1.12
H 0.75 -0.10 2.16
H -1.05 0.98 1.79
H 0.56 2.38 -0.35
N 2.33 -1.08 0.06
N -2.53 -0.84 0.02
O 0.18 1.23 -0.96
*
```

Electronic energy = -9231.9975 eV
Energy relative to the best compared isomer or geometry (same formula, charge and spin) = 195.8 kcal per mole
HOMO-LUMO gap = 10.22 eV

natural (NBO) analysis output, partial charges in e: -0.57 0.00 0.25 0.26 0.19 0.27 0.27 0.51 -0.29 -0.24 -0.65


No. 4
Below is a cluster of 2 separate species, C4H4N2O in total, with properties calculated with ωB97M-V with the def2-TZVPD basis set.

```
! wB97M-V def2-TZVPD RIJCOSX def2/J DEFGRID3
* xyz 0 1
O -0.44 -0.58 2.56
C -0.69 0.07 1.63
C 0.35 -1.90 0.05
C 1.12 -1.30 -0.66
N 0.60 1.35 -0.67
C -0.64 1.34 -0.41
N -1.15 0.80 0.76
H -0.28 -2.47 0.69
H 1.80 -0.79 -1.29
H 0.75 1.75 -1.60
H -1.42 1.74 -1.05
*
```

Electronic energy = -9237.6272 eV
Energy relative to the best compared isomer or geometry (same formula, charge and spin) = 66.0 kcal per mole
SMILES = [H]/N=C/N=C=O.C#C
HOMO-LUMO gap = 10.99 eV

natural (NBO) analysis output, partial charges in e: -0.48 0.93 -0.29 -0.20 -0.64 0.28 -0.60 0.24 0.24 0.35 0.17


No. 5
Below is the molecule C4H4N2O, with properties calculated with ωB97M-V with the def2-TZVPD basis set.

```
! wB97M-V def2-TZVPD RIJCOSX def2/J DEFGRID3
* xyz 0 1
N 2.58 -0.23 1.34
C 1.88 -0.18 0.42
C 0.97 -0.17 -0.74
O -0.16 -0.95 -0.49
C -1.31 -0.37 0.08
C -1.20 0.98 0.68
N -1.22 2.04 1.13
H 1.49 -0.64 -1.58
H 0.73 0.86 -1.01
H -2.08 -0.29 -0.70
H -1.68 -1.03 0.86
*
```

Electronic energy = -9238.6619 eV
Energy relative to the best compared isomer or geometry (same formula, charge and spin) = 42.1 kcal per mole
SMILES = N#CCOCC#N
HOMO-LUMO gap = 11.88 eV

natural (NBO) analysis output, partial charges in e: -0.28 0.24 -0.17 -0.50 -0.16 0.22 -0.27 0.24 0.22 0.22 0.24


No. 6
Below is a cluster of 2 separate species, C4H4N2O in total at a distorted geometry, with properties calculated with ωB97M-V with the def2-TZVPD basis set.

```
! wB97M-V def2-TZVPD RIJCOSX def2/J DEFGRID3
* xyz 0 1
C 1.78 -0.27 0.00
C 0.51 -0.13 -0.04
C -1.78 -0.09 -0.01
C -0.12 1.24 -0.11
H 2.66 0.40 0.50
H 2.28 -1.35 -0.20
H -0.79 -1.87 0.72
H 0.30 2.17 -0.27
N -0.57 -0.89 -0.51
N -1.41 1.22 -0.12
O -2.87 -0.43 0.04
*
```

Electronic energy = -9235.4438 eV
Energy relative to the best compared isomer or geometry (same formula, charge and spin) = 116.3 kcal per mole
HOMO-LUMO gap = 9.26 eV

natural (NBO) analysis output, partial charges in e: -0.36 -0.01 0.73 0.14 0.24 0.21 0.32 0.20 -0.53 -0.45 -0.49